No. 1
98
Properties=species:S:1:pos:R:3:lowdin_spin:R:1 method="wB97M-V/def2-TZVPD" total_energy_ev=-53958.3111 lumo_ev="-2.32 / -8.84" spin_multiplicity=2 total_charge=+1 largest_force_ha_per_bohr=0.0703
C -0.50869 1.20027 -1.71030 0.00
C -0.77164 -0.17228 -1.30471 0.00
N -0.91365 -1.28740 -0.97894 0.00
H 0.23883 1.20433 -2.50358 0.00
H -0.28218 1.99198 -0.99617 0.00
H -1.49989 1.59024 -1.94171 0.00
C -2.59529 0.34512 3.38331 0.00
O -1.89077 -0.89694 3.57491 0.00
C -1.36717 -1.55915 2.43811 0.00
C -1.77095 -3.02093 2.52495 0.00
O -0.86204 -3.96878 3.16653 0.00
C -0.92162 -5.37458 2.85905 0.00
C -2.02242 -6.12981 3.65035 0.00
O -3.34227 -5.63593 3.62156 0.00
C -4.30842 -6.70576 3.84739 0.00
H -3.54190 0.21302 2.85933 0.00
H -1.95448 0.95202 2.74367 0.00
H -2.74653 0.74065 4.38769 0.00
H -0.28100 -1.48116 2.39051 0.00
H -1.85205 -1.25086 1.51186 0.00
H -1.84737 -3.35183 1.48921 0.00
H -2.73797 -3.13249 3.01540 0.00
H -0.05963 -5.99983 3.09174 0.00
H -1.16331 -5.43749 1.79805 0.00
H -1.75991 -6.07854 4.70703 0.00
H -2.09967 -7.19251 3.42060 0.00
H -4.40444 -7.29889 2.93795 0.00
H -5.26282 -6.23894 4.09089 0.00
H -3.97530 -7.27634 4.71433 0.00
C -2.74715 4.53394 -1.35624 0.00
O -3.63189 3.45050 -0.99951 0.00
C -4.62940 3.76033 -0.00340 0.00
C -4.29640 3.43851 1.51481 0.00
O -5.49026 3.51378 2.32100 0.00
C -6.34390 2.31323 2.36528 0.00
C -7.64239 2.50360 3.17552 0.00
O -8.53912 3.53963 2.75518 0.00
C -8.02708 4.85374 2.49253 0.00
H -3.16669 5.17611 -2.13063 0.00
H -1.79737 4.16481 -1.74326 0.00
H -2.35074 5.12427 -0.53012 0.00
H -5.46804 3.14138 -0.32226 0.00
H -4.92061 4.77931 -0.25830 0.00
H -3.74760 4.23329 2.02005 0.00
H -3.76671 2.51361 1.74301 0.00
H -5.66029 1.63837 2.88041 0.00
H -6.47300 1.71501 1.46330 0.00
H -7.42388 2.94712 4.14693 0.00
H -8.29260 1.63137 3.24298 0.00
H -7.21263 5.27922 3.07881 0.00
H -8.87828 5.52852 2.58328 0.00
H -7.78676 4.93945 1.43282 0.00
C 6.71331 -0.09599 5.11820 0.01
O 5.30282 -0.21022 5.16071 0.08
C 4.77387 0.37149 3.88709 0.04
C 4.74531 -0.68907 2.67905 0.05
O 4.24512 -0.11312 1.48993 0.35
C 3.02370 -0.49926 1.06066 0.10
C 2.49225 0.34264 -0.11722 0.02
O 2.03006 1.57266 0.31421 0.19
C 2.85878 2.62396 0.89028 0.03
H 7.22013 -0.53143 5.97937 0.00
H 6.85650 0.98406 5.08528 0.00
H 7.13807 -0.51257 4.20488 0.00
H 5.38694 1.21142 3.56036 0.00
H 3.75547 0.74932 3.97765 0.00
H 4.21927 -1.60875 2.93513 0.00
H 5.74773 -1.08701 2.52126 0.02
H 2.26562 -0.51234 1.84375 0.02
H 3.05735 -1.56043 0.81387 0.05
H 1.65157 -0.12946 -0.62563 0.00
H 3.29153 0.64821 -0.79240 0.00
H 3.23392 2.31965 1.86741 0.01
H 2.31720 3.56323 1.00238 0.00
H 3.73283 2.81215 0.26681 0.00
C 3.76565 2.36610 -3.50759 0.00
O 3.68957 1.41317 -4.55466 0.00
C 4.52594 1.75664 -5.75648 0.00
C 3.92568 1.06603 -6.98710 0.00
O 4.04228 -0.37826 -6.86852 0.00
C 3.49458 -1.11789 -7.95373 0.00
C 3.83632 -2.63441 -7.84923 0.00
O 3.19434 -3.33113 -6.78588 0.00
C 3.62959 -4.64740 -6.59101 0.00
H 2.98095 2.10083 -2.79909 0.00
H 3.42247 3.36807 -3.76522 0.00
H 4.73941 2.49060 -3.03389 0.00
H 5.55714 1.42630 -5.63170 0.00
H 4.32430 2.82203 -5.86779 0.00
H 4.59755 1.39471 -7.77998 0.00
H 2.92170 1.42396 -7.21517 0.00
H 4.05051 -0.83880 -8.84880 0.00
H 2.42778 -0.93989 -8.08919 0.00
H 4.91625 -2.70267 -7.71813 0.00
H 3.58135 -3.08482 -8.80851 0.00
H 3.48962 -5.32034 -7.43697 0.00
H 3.00567 -5.06269 -5.79958 0.00
H 4.61933 -4.68558 -6.13598 0.00



No. 2
37
Properties=species:S:1:pos:R:3:nbo_charge:R:1 method="wB97M-V/def2-TZVPD" total_energy_ev=-19865.9800 lumo_ev=0.65 total_charge=0 e_above_lowest_kcal_mol=120.25 smiles="Cc1c[nH]c2ccccc12.CCN(C)C(C)=O" largest_force_ha_per_bohr=0.1319
C -0.52370 3.58073 3.86726 -0.64
C 1.02354 2.17880 0.74719 0.17
C 0.83492 1.91280 2.22440 -0.11
C 0.04851 2.99319 2.66291 -0.06
C -0.37988 3.79474 1.50653 -0.04
C 1.91715 1.33617 0.06121 -0.26
C 2.47922 0.25050 0.54819 -0.23
C 2.17582 -0.13547 1.85796 -0.24
C 1.49242 0.75738 2.65600 -0.19
N 0.33193 3.28435 0.37961 -0.51
H 2.28884 1.66316 -0.89559 0.21
H 3.05277 -0.35745 -0.05881 0.21
H 0.09407 3.49712 -0.55392 0.41
H 2.59765 -1.08403 2.38666 0.22
H -0.98973 4.61890 1.40775 0.20
H 1.31639 0.51075 3.72441 0.21
H -0.39939 3.01157 4.76418 0.22
H -1.56723 3.89295 3.82822 0.22
H -0.09214 4.56115 4.12004 0.22
C 0.21653 -1.95828 -1.93149 -0.22
C 0.73093 -1.46504 -3.30646 -0.64
C -1.32296 -3.62849 -3.22542 -0.40
C -2.20486 -1.68349 0.22225 -0.71
C -2.17081 -2.50932 -1.15386 0.69
O -3.24471 -3.09756 -1.25314 -0.63
N -1.05739 -2.68049 -2.03462 -0.47
H 1.02439 -2.58851 -1.58716 0.19
H 0.18814 -1.03921 -1.23640 0.24
H 1.25461 -1.99107 -4.10393 0.23
H 1.60759 -1.05542 -3.02298 0.21
H -0.35482 -3.61268 -3.62024 0.20
H -2.39464 -0.54914 0.09635 0.23
H 0.13449 -0.51154 -4.00251 0.19
H -1.77838 -4.76710 -2.97097 0.22
H -2.05702 -3.15378 -3.89429 0.21
H -3.01279 -2.02697 0.89132 0.24
H -1.25945 -1.94923 0.89931 0.22



No. 3
77
Properties=species:S:1:pos:R:3:lowdin_charge:R:1 method="wB97M-V/def2-TZVPD" total_energy_ev=-160988.2932 lumo_ev=-5.22 total_charge=+1 e_above_lowest_kcal_mol=66.71 largest_force_ha_per_bohr=0.0128
Pt -1.00452 1.24085 1.16341 0.26
S 0.10260 4.54924 4.03336 0.63
C -0.44013 3.39204 3.05566 -1.79
S -0.54037 1.66201 3.33375 0.44
S -1.04455 3.48179 1.42834 0.44
O -1.15545 2.91061 -1.99796 -0.08
N -2.13918 2.14899 -1.39361 -0.07
C -3.29668 2.66414 -1.31600 -0.11
C -4.41612 1.95071 -0.68608 -0.19
C -5.65370 2.57980 -0.78545 -0.03
C -6.79226 2.03083 -0.21799 -0.06
C -6.69491 0.83512 0.46861 -0.05
C -5.46725 0.19460 0.57527 -0.07
C -4.31380 0.72537 0.00582 -0.28
P -2.73429 -0.16450 0.20641 0.95
C -3.10341 -1.53675 1.34361 -0.38
C -3.19667 -1.21975 2.70195 -0.11
C -3.36755 -2.21567 3.64688 -0.06
C -3.43031 -3.54647 3.25123 -0.07
C -3.33670 -3.87116 1.90739 -0.07
C -3.17501 -2.87115 0.95605 -0.09
C -2.45847 -0.93680 -1.41669 -0.37
C -3.48658 -1.59708 -2.08751 -0.09
C -3.24670 -2.21689 -3.30396 -0.06
C -1.97606 -2.17305 -3.86306 -0.07
C -0.95228 -1.50096 -3.21094 -0.07
C -1.19401 -0.88382 -1.99307 -0.12
H -1.53658 3.77147 -2.23886 0.10
H -3.49924 3.66224 -1.71250 0.14
H -5.72213 3.51956 -1.31928 0.12
H -7.74346 2.53610 -0.31175 0.11
H -7.57012 0.39491 0.92686 0.11
H -5.41107 -0.74067 1.11555 0.10
H -3.13786 -0.18420 3.02090 0.09
H -3.44424 -1.95440 4.69373 0.11
H -3.54954 -4.32583 3.99179 0.11
H -3.39679 -4.90456 1.59257 0.11
H -3.11286 -3.14277 -0.09004 0.10
H -4.48495 -1.61659 -1.66459 0.11
H -4.04917 -2.72810 -3.81827 0.11
H -1.78855 -2.65518 -4.81333 0.11
H 0.03167 -1.44431 -3.65848 0.11
H -0.40021 -0.33885 -1.49177 0.07
C 8.19999 1.35660 -0.37037 -0.03
C 6.71724 1.56752 -0.27581 -0.24
C 6.16893 2.34341 0.73491 0.00
C 4.80083 2.56614 0.83231 -0.31
C 4.28981 3.39908 1.97620 -0.08
C 3.96406 1.97170 -0.12624 -0.53
Te 1.89953 2.17676 0.05010 1.27
C 4.49233 1.18171 -1.16684 -0.32
C 3.64017 0.50312 -2.20881 -0.08
C 5.86308 1.00043 -1.21982 -0.01
H 8.70801 1.70056 0.52804 0.08
H 8.60905 1.90442 -1.22097 0.09
H 8.43529 0.30272 -0.51907 0.09
H 6.82423 2.79428 1.47055 0.12
H 5.10227 3.98014 2.40819 0.09
H 3.88189 2.78035 2.78183 0.08
H 3.49896 4.08519 1.67359 0.06
H 3.13663 -0.37308 -1.79008 0.07
H 4.26075 0.16812 -3.03772 0.08
H 2.86748 1.15371 -2.61761 0.06
H 6.28351 0.40228 -2.02021 0.12
Se 1.97377 0.31973 2.09419 0.96
N 0.64077 -0.72392 1.36863 -0.23
C 1.22348 -1.72017 0.78019 -0.34
C 0.52575 -2.79042 0.10027 -0.01
C 1.25340 -3.75035 -0.49357 -0.02
C 2.71485 -3.75823 -0.47069 -0.03
C 3.42717 -2.80966 0.15787 -0.01
C 2.71358 -1.73393 0.81772 -0.35
N 3.28524 -0.75163 1.43672 -0.14
H -0.55497 -2.79322 0.09502 0.10
H 0.75107 -4.55848 -1.00829 0.12
H 3.22411 -4.56814 -0.97522 0.12
H 4.50720 -2.80761 0.18711 0.12



No. 4
143
Properties=species:S:1:pos:R:3:lowdin_spin:R:1 method="wB97M-V/def2-TZVPD" total_energy_ev=-203608.2791 lumo_ev="2.81 / 1.73" spin_multiplicity=2 total_charge=-2 e_above_lowest_kcal_mol=41.93 largest_force_ha_per_bohr=0.0402
Cs -0.28341 1.21940 -0.01580 0.01
C 4.15117 3.27328 -0.88371 0.00
C 2.99309 3.56416 -1.77557 0.00
N 1.80130 3.03689 -1.65922 0.00
C 1.06900 3.50141 -2.73318 0.00
C 1.84986 4.33103 -3.50215 0.00
N 3.06146 4.35639 -2.87483 0.00
C 1.67504 5.15161 -4.75485 0.00
O 0.53234 5.10729 -5.28604 0.00
O 2.67654 5.78070 -5.11975 0.00
C -0.32521 3.02865 -2.96706 0.00
O -0.96135 3.54793 -3.97735 0.00
O -0.81885 2.17839 -2.23911 0.00
H 3.77401 2.90478 0.06939 0.00
H 4.76200 4.16092 -0.71346 0.00
H 4.78879 2.49677 -1.31584 0.00
H 3.82872 4.89789 -3.24540 0.00
H -0.37745 4.21239 -4.53545 0.00
Te 4.72567 -1.45586 -0.44560 0.03
C 5.45733 -2.87279 0.93178 0.02
C 6.76731 -2.81690 1.39130 0.00
C 7.19766 -3.76570 2.30534 0.00
N 6.43004 -4.74559 2.77789 0.00
C 5.17917 -4.79754 2.31813 0.00
C 4.64912 -3.90107 1.40374 0.01
C 2.73221 -1.55884 0.33609 0.51
P 1.36124 -1.81528 -0.85133 0.04
C 1.83148 -1.05012 -2.43945 0.02
C 2.56289 0.13071 -2.52389 0.00
C 2.79243 0.73030 -3.75473 0.00
C 2.27946 0.16448 -4.91002 0.00
C 1.52370 -0.99880 -4.83032 0.00
C 1.29372 -1.59992 -3.60513 0.00
C 1.69093 -3.60204 -1.17251 0.02
C 0.99157 -4.53422 -0.40697 0.01
C 1.31861 -5.88199 -0.45231 0.00
C 2.34977 -6.31769 -1.27252 0.00
C 3.03617 -5.40206 -2.05887 0.00
C 2.70832 -4.05498 -2.01169 0.00
P 2.35009 -0.23738 1.49036 0.21
C 1.08472 -0.92892 2.65051 0.04
C 0.19311 -1.95324 2.34703 0.01
C -0.71591 -2.39992 3.29548 0.00
C -0.76537 -1.81084 4.54826 0.00
C 0.09992 -0.77262 4.85269 0.00
C 1.01595 -0.33824 3.91240 0.01
C 3.78797 -0.27826 2.64013 0.03
C 4.62501 0.82629 2.73730 0.00
C 5.74053 0.79764 3.56486 0.00
C 6.02468 -0.34317 4.29997 0.00
C 5.18686 -1.44985 4.21578 0.00
C 4.07186 -1.41505 3.39563 0.00
H 7.44009 -2.03288 1.06644 0.00
H 8.21207 -3.72899 2.68967 0.00
H 4.56469 -5.60511 2.70176 0.00
H 3.62165 -3.99705 1.07261 0.01
H 2.93083 0.61168 -1.62325 0.00
H 3.35917 1.65216 -3.80821 0.00
H 2.44256 0.64349 -5.86686 0.00
H 1.09353 -1.42792 -5.72586 0.00
H 0.68147 -2.49240 -3.54783 0.00
H 0.17407 -4.20662 0.22328 0.00
H 0.76592 -6.59061 0.15133 0.00
H 2.61198 -7.36786 -1.30667 0.00
H 3.83730 -5.73576 -2.70696 0.00
H 3.24497 -3.35080 -2.63534 0.00
H 0.19916 -2.40931 1.36973 0.00
H -1.39849 -3.20098 3.04319 0.00
H -1.49579 -2.13991 5.27613 0.00
H 0.04483 -0.27579 5.81202 0.00
H 1.68508 0.47465 4.16325 0.00
H 4.39788 1.71446 2.15957 0.00
H 6.38487 1.66517 3.63445 0.00
H 6.89728 -0.37222 4.94087 0.00
H 5.40671 -2.34383 4.78597 0.00
H 3.41359 -2.27354 3.33424 0.00
C 1.49627 5.92875 0.60892 0.00
N 1.35152 5.03758 1.73464 0.00
C 2.32203 4.17524 2.20553 0.00
C 1.75993 3.49281 3.22581 0.00
N 0.45834 3.91456 3.37901 0.00
B -0.41280 3.33998 4.57115 0.00
N -1.91923 3.41839 4.25771 0.00
C -2.72834 4.45567 4.66867 0.00
C -3.96342 4.26044 4.17232 0.00
N -3.90525 3.09851 3.42358 0.00
C -5.02154 2.50305 2.72616 0.00
C -2.65194 2.56964 3.49880 0.00
S -2.20202 1.09218 2.79078 0.00
C 0.19924 4.87492 2.46557 0.00
S -1.21013 5.77918 2.22141 0.00
H 2.46672 6.42597 0.65610 0.00
H 0.69770 6.66523 0.66397 0.00
H 1.40412 5.38712 -0.33425 0.00
H 3.32355 4.17296 1.81355 0.00
H 2.18596 2.75069 3.87681 0.00
H -0.07431 2.18982 4.71045 0.00
H -0.19609 4.00988 5.56607 0.00
H -2.33696 5.26284 5.25918 0.00
H -4.84969 4.86671 4.22070 0.00
H -5.54721 3.26700 2.15301 0.00
H -5.71398 2.03143 3.42730 0.00
H -4.63580 1.74372 2.05106 0.00
C -2.07376 -1.22866 -4.57975 0.00
Si -2.97534 -2.13627 -3.18102 0.00
C -4.40292 -3.03335 -4.06755 0.00
C -1.85590 -3.55801 -2.60058 0.00
Ge -3.42453 -0.65286 -1.37108 0.00
Si -5.02415 0.83427 -2.32312 0.00
C -4.30246 1.74244 -3.80754 0.00
C -6.67122 0.08716 -2.91838 0.00
C -5.54339 2.15407 -1.06917 0.00
Si -4.67425 -2.06761 0.08461 0.00
C -3.47854 -3.33761 0.83884 0.00
C -6.13439 -3.08082 -0.59638 0.00
C -5.38402 -1.11770 1.55621 0.00
H -1.50431 -1.91658 -5.21503 0.00
H -1.38911 -0.47582 -4.18422 0.00
H -2.79642 -0.70914 -5.21294 0.00
H -4.03781 -3.63484 -4.90891 0.00
H -5.12693 -2.31524 -4.45765 0.00
H -4.93335 -3.69619 -3.38127 0.00
H -1.34393 -4.05062 -3.43569 0.00
H -2.44925 -4.31423 -2.08015 0.00
H -1.10023 -3.19733 -1.89975 0.00
H -4.15637 1.06072 -4.64866 0.00
H -3.32767 2.16883 -3.56216 0.00
H -4.95723 2.55493 -4.13904 0.00
H -6.50094 -0.68531 -3.67062 0.00
H -7.32298 0.85241 -3.35619 0.00
H -7.20572 -0.37543 -2.08534 0.00
H -4.66547 2.66063 -0.66090 0.00
H -6.09111 1.70822 -0.23450 0.00
H -6.18477 2.90749 -1.53796 0.00
H -3.22089 -4.12675 0.12832 0.00
H -3.89330 -3.80464 1.73911 0.00
H -2.55687 -2.81928 1.11408 0.00
H -5.78995 -3.85004 -1.29113 0.00
H -6.82459 -2.43407 -1.14118 0.00
H -6.69096 -3.57468 0.20877 0.00
H -4.58109 -0.59269 2.08061 0.00
H -5.87185 -1.79513 2.26572 0.00
H -6.11948 -0.37499 1.23411 0.00



It is found that the molar mass values, taken in the order of the records, are 577.8 232.3 1038.5 1421.4 g mol⁻¹.